Entry 1:
DFT (the ωB97M-V functional and the def2-TZVPD basis) results for one molecule with the formula C3H6ClOP in a non-equilibrium geometry.

The calculation puts the energy relative to the best compared isomer or geometry (same formula, charge and spin) at 29.94 kcal/mol. Its lowest unoccupied orbital energy is 0.12 eV. The spin multiplicity is 1. Its highest occupied orbital energy is -0.3498 hartree. Its largest force on an atom is 2.6 eV/Å.

```
12
Properties=species:S:1:pos:R:3:lowdin_charge:R:1
C -1.412 -0.362 0.859 -0.127
C -0.098 0.277 0.568 -0.435
C 0.693 -0.167 -0.599 -0.758
O 3.143 0.361 -1.761 -0.492
P 2.003 1.082 -1.214 0.722
Cl -0.116 0.388 -2.184 0.532
H -1.358 -1.461 0.728 0.077
H -1.666 -0.187 1.949 0.092
H -2.311 -0.064 0.196 0.099
H -0.077 1.369 0.468 0.093
H 0.517 0.011 1.376 0.097
H 0.681 -1.247 -0.385 0.100
```

Entry 2:
DFT (the ωB97M-V functional and the def2-TZVPD basis) results for C31H46BiP2 as an isolated structure in a non-equilibrium geometry.

The calculation puts the energy relative to the best compared isomer or geometry (same formula, charge and spin) at 3.87 kcal/mol. Its lowest unoccupied orbital energy (alpha / beta) is -5.95 / -6.36 eV. The spin multiplicity is 1. Its highest occupied orbital energy (alpha / beta) is -0.3367 / -0.3248 hartree. The charge is +1. Its largest force on an atom is 4.0 eV/Å.

```
80
Properties=species:S:1:pos:R:3:lowdin_charge:R:1
Bi -1.634 -1.763 2.062 1.357
C 1.339 3.852 0.775 -0.180
C 0.035 3.896 0.212 -0.183
C -0.163 3.226 2.402 -0.172
C 1.216 3.416 2.126 -0.207
C -0.894 3.507 1.219 -0.208
C 2.592 4.188 0.068 -0.034
H 2.579 3.778 -0.949 0.066
H 3.452 3.771 0.601 0.076
H 2.758 5.272 -0.026 0.102
C 2.305 3.225 3.104 -0.042
H 3.278 3.437 2.649 0.072
H 2.319 2.195 3.491 0.058
H 2.185 3.891 3.973 0.090
C -0.714 2.852 3.716 -0.016
H -0.231 3.469 4.485 0.099
H -0.519 1.800 3.944 0.037
H -1.795 3.027 3.751 0.082
C -2.366 3.520 1.085 -0.052
H -2.770 4.527 1.294 0.096
H -2.839 2.824 1.791 0.068
H -2.673 3.249 0.065 0.074
C -0.321 4.274 -1.172 -0.038
H -0.780 5.274 -1.232 0.099
H -1.045 3.556 -1.590 0.078
H 0.571 4.285 -1.811 0.066
C 2.032 -0.429 -1.085 -0.102
C 1.856 0.800 -1.575 -0.088
C 1.280 1.202 -2.910 -0.160
C 0.279 0.243 -3.606 -0.206
C -0.911 0.027 -2.782 -0.121
C -1.085 -0.949 -1.879 -0.237
C -0.097 -1.744 -1.064 -0.316
C 1.376 -1.705 -1.519 -0.226
H 2.164 1.270 -3.564 0.123
H 0.790 -0.682 -3.913 0.080
H 0.791 2.199 -2.843 0.098
H 1.406 -1.864 -2.602 0.044
H 2.726 -0.530 -0.249 0.102
H 2.266 1.638 -1.014 0.081
H 1.905 -2.559 -1.071 0.116
H -0.181 -1.415 0.005 0.001
H -2.110 -1.111 -1.500 0.024
H -0.455 -2.797 -1.071 0.054
H -0.069 0.747 -4.522 0.122
H -1.761 0.690 -2.936 0.113
P -0.332 -3.255 -3.474 0.835
C 0.961 -4.542 -3.689 -0.272
C -0.590 -2.840 -5.256 -0.258
P -3.179 -3.281 -2.292 0.838
C -1.784 -4.285 -3.042 -0.559
C -3.921 -2.852 -3.951 -0.294
C -4.287 -4.721 -2.011 -0.331
H 1.079 -5.111 -2.757 0.042
H 1.912 -4.047 -3.935 0.045
H 0.681 -5.211 -4.515 0.041
H -0.582 -3.765 -5.849 0.042
H 0.253 -2.217 -5.586 0.039
H -1.525 -2.295 -5.427 0.024
H -4.307 -5.390 -2.883 0.046
H -5.297 -4.337 -1.821 0.037
H -3.918 -5.268 -1.137 0.029
H -1.463 -5.022 -2.287 0.051
H -2.127 -4.820 -3.949 0.056
H -4.959 -2.540 -3.773 0.038
H -3.937 -3.723 -4.623 0.047
H -3.376 -2.038 -4.443 0.018
C -0.286 -0.635 3.324 -0.405
C 0.545 -0.256 4.197 -0.120
C 1.259 -0.019 5.385 -0.270
C 2.667 0.078 5.406 -0.029
C 3.325 0.188 6.632 -0.058
C 2.595 0.166 7.836 -0.049
C 1.185 0.093 7.816 -0.056
C 0.525 -0.011 6.593 -0.020
H 3.204 -0.005 4.454 0.124
H 4.422 0.261 6.653 0.118
H 3.126 0.191 8.796 0.116
H 0.600 0.085 8.744 0.116
H -0.558 -0.155 6.532 0.124
```

Entry 3:
DFT (the ωB97M-V functional and the def2-TZVPD basis) results for C32H28N5PSe2V as an isolated structure.

The calculation puts the energy relative to the best compared isomer or geometry (same formula, charge and spin) at 0.00 kcal/mol. Its lowest unoccupied orbital energy (alpha / beta) is -10.73 / -10.68 eV. The spin multiplicity is 1. Its highest occupied orbital energy (alpha / beta) is -0.6102 / -0.6104 hartree. The charge is +3. Its largest force on an atom is 0.5 eV/Å.

```
69
Properties=species:S:1:pos:R:3:lowdin_charge:R:1
V -0.129 0.554 -0.689 0.460
C -2.996 5.027 4.078 -0.005
C -2.632 4.078 2.982 -0.203
C -3.394 4.023 1.803 0.016
C -3.054 3.174 0.786 0.033
C -1.938 2.325 0.908 -0.153
N -1.517 1.518 -0.123 -0.032
C -2.226 1.334 -1.341 -0.324
C -2.451 2.425 -2.210 -0.037
C -3.278 2.295 -3.291 0.022
C -3.911 1.067 -3.575 -0.183
C -4.796 0.930 -4.768 0.002
C -3.643 -0.034 -2.759 0.072
C -2.823 0.088 -1.658 -0.121
N -2.461 -1.056 -0.912 -0.041
C -3.106 -2.214 -0.674 0.034
C -2.204 -3.084 -0.099 0.028
C -1.003 -2.383 -0.031 -0.040
N -1.160 -1.154 -0.529 -0.039
C -1.219 2.314 2.119 -0.074
C -1.556 3.208 3.121 0.056
N -0.209 1.352 2.352 -0.022
C 0.268 0.986 3.567 0.027
C 1.118 -0.075 3.400 0.026
C 1.120 -0.314 2.031 -0.166
N 0.312 0.542 1.389 -0.105
H -3.362 5.969 3.674 0.101
H -3.799 4.597 4.682 0.114
H -2.152 5.227 4.736 0.096
H -4.252 4.673 1.695 0.140
H -3.646 3.155 -0.118 0.124
H -1.975 3.372 -1.986 0.149
H -3.459 3.142 -3.939 0.144
H -5.327 1.859 -4.971 0.105
H -4.188 0.706 -5.650 0.117
H -5.515 0.123 -4.646 0.101
H -4.051 -1.003 -3.018 0.144
H -4.149 -2.337 -0.918 0.157
H -2.394 -4.091 0.230 0.133
H -0.047 -2.703 0.353 0.133
H -0.976 3.249 4.032 0.127
H -0.044 1.484 4.468 0.144
H 1.660 -0.604 4.164 0.133
H 1.667 -1.061 1.483 0.089
Se 0.310 0.812 -3.034 0.645
P 2.495 0.461 -2.779 0.404
Se 2.307 0.693 -0.584 0.648
C 3.454 1.714 -3.577 -0.416
C 2.928 2.983 -3.829 -0.092
C 3.738 3.953 -4.391 -0.037
C 5.066 3.662 -4.685 -0.015
C 5.592 2.402 -4.424 -0.029
C 4.792 1.419 -3.871 -0.063
C 3.000 -1.164 -3.277 -0.424
C 3.224 -2.183 -2.353 -0.094
C 3.616 -3.433 -2.803 -0.041
C 3.767 -3.664 -4.164 -0.019
C 3.535 -2.648 -5.087 -0.030
C 3.157 -1.392 -4.650 -0.074
H 1.894 3.209 -3.599 0.082
H 3.339 4.935 -4.604 0.123
H 5.695 4.424 -5.125 0.128
H 6.625 2.185 -4.657 0.127
H 5.201 0.436 -3.676 0.119
H 3.124 -1.997 -1.291 0.074
H 3.816 -4.224 -2.093 0.122
H 4.077 -4.641 -4.511 0.128
H 3.662 -2.835 -6.144 0.127
H 2.997 -0.596 -5.368 0.124
```

Entry 4:
DFT (the ωB97M-V functional and the def2-TZVPD basis) results for one molecule with the formula C5H8O in a non-equilibrium geometry.

Its SMILES is O=CC1CCC1. The calculation puts the energy relative to the best compared isomer or geometry (same formula, charge and spin) at 45.30 kcal/mol. Its lowest unoccupied orbital energy is 1.06 eV. The spin multiplicity is 1. Its highest occupied orbital energy is -0.3562 hartree. Its largest force on an atom is 2.5 eV/Å.

```
14
Properties=species:S:1:pos:R:3:lowdin_charge:R:1
O -1.130 0.423 -2.371 0.058
C -0.512 -0.443 -1.799 -0.238
C -0.344 -0.499 -0.322 -0.315
C -0.748 0.740 0.478 -0.131
C 0.530 0.396 1.395 -0.147
C 1.090 -0.424 0.228 -0.145
H 0.005 -1.249 -2.362 0.128
H -0.810 -1.411 0.078 0.155
H -0.619 1.686 -0.028 0.100
H -1.788 0.693 0.870 0.117
H 1.189 1.173 1.798 0.101
H -0.191 0.013 2.092 0.090
H 1.684 0.261 -0.399 0.121
H 1.645 -1.361 0.341 0.106
```

Entry 5:
DFT (the ωB97M-V functional and the def2-TZVPD basis) results for a 8-piece molecular cluster, C40H40N8 overall in a non-equilibrium geometry.

Its SMILES is c1ccncc1.c1ccncc1.c1ccncc1.c1ccncc1.c1ccncc1.c1ccncc1.c1ccncc1.c1ccncc1. The calculation puts the energy relative to the best compared isomer or geometry (same formula, charge and spin) at 46.31 kcal/mol. Its lowest unoccupied orbital energy is 0.46 eV. The spin multiplicity is 1. Its highest occupied orbital energy is -0.3375 hartree. Its largest force on an atom is 3.1 eV/Å.

```
88
Properties=species:S:1:pos:R:3:lowdin_charge:R:1
C 0.267 -1.792 4.231 -0.096
C 1.346 -1.403 5.008 -0.068
C 2.619 -1.827 4.616 -0.154
N 2.856 -2.688 3.601 0.048
C 1.799 -3.079 2.843 -0.124
C 0.476 -2.647 3.165 -0.071
H -0.735 -1.639 4.604 0.091
H 1.174 -0.973 5.984 0.101
H 3.435 -1.639 5.298 0.099
H 1.911 -3.944 2.205 0.096
H -0.397 -3.077 2.697 0.092
C -4.377 -0.991 5.462 -0.067
C -4.130 -2.363 5.572 -0.065
C -3.548 -3.025 4.462 -0.146
N -3.238 -2.465 3.279 0.063
C -3.430 -1.152 3.242 -0.168
C -4.005 -0.382 4.253 -0.063
H -4.884 -0.497 6.278 0.102
H -4.432 -2.907 6.456 0.097
H -3.537 -4.104 4.509 0.097
H -2.956 -0.663 2.404 0.091
H -4.127 0.686 4.142 0.083
C -1.936 4.580 -2.597 -0.102
C -0.567 4.487 -2.499 -0.074
C 0.007 5.483 -1.653 -0.114
N -0.675 6.523 -1.035 0.040
C -2.035 6.499 -1.058 -0.160
C -2.711 5.552 -1.864 -0.072
H -2.365 3.844 -3.261 0.098
H 0.077 3.861 -3.099 0.103
H 1.076 5.540 -1.509 0.091
H -2.633 7.280 -0.613 0.093
H -3.782 5.430 -1.941 0.090
C 4.667 -0.534 1.467 -0.082
C 3.364 0.071 1.344 -0.056
C 3.219 1.107 0.394 -0.165
N 4.207 1.431 -0.433 0.044
C 5.447 0.915 -0.276 -0.135
C 5.708 -0.132 0.625 -0.075
H 4.833 -1.358 2.146 0.081
H 2.563 -0.177 2.024 0.076
H 2.277 1.623 0.283 0.097
H 6.179 1.286 -0.979 0.098
H 6.668 -0.626 0.640 0.097
C 0.151 -2.084 -7.078 -0.091
C 0.969 -2.310 -8.165 -0.090
C 2.359 -1.998 -8.040 -0.118
N 2.892 -1.367 -6.917 0.047
C 2.051 -1.185 -5.847 -0.159
C 0.695 -1.546 -5.885 -0.066
H -0.889 -2.372 -7.126 0.097
H 0.597 -2.728 -9.089 0.091
H 2.997 -2.256 -8.872 0.087
H 2.495 -0.808 -4.939 0.077
H 0.082 -1.365 -5.014 0.085
C -0.424 -0.039 0.555 -0.108
C -1.326 0.895 0.191 -0.091
C -1.557 1.205 -1.168 -0.126
N -0.790 0.698 -2.173 0.052
C 0.142 -0.266 -1.810 -0.101
C 0.337 -0.641 -0.448 -0.069
H -0.300 -0.201 1.616 0.091
H -1.933 1.364 0.950 0.076
H -2.275 1.908 -1.565 0.082
H 0.767 -0.731 -2.558 0.075
H 1.147 -1.314 -0.206 0.075
C 3.793 -4.614 -1.310 -0.055
C 3.752 -3.303 -0.764 -0.064
C 3.465 -2.263 -1.630 -0.155
N 3.229 -2.379 -2.962 0.065
C 3.348 -3.621 -3.472 -0.140
C 3.525 -4.781 -2.698 -0.058
H 4.104 -5.457 -0.711 0.095
H 4.077 -3.079 0.241 0.084
H 3.387 -1.239 -1.295 0.081
H 3.132 -3.688 -4.528 0.094
H 3.448 -5.774 -3.116 0.093
C -5.175 4.013 3.277 -0.075
C -4.268 4.585 2.386 -0.038
C -3.906 3.772 1.267 -0.137
N -4.339 2.541 1.038 0.061
C -5.281 2.101 1.868 -0.181
C -5.733 2.767 2.976 -0.090
H -5.432 4.507 4.203 0.101
H -3.849 5.561 2.582 0.099
H -3.177 4.104 0.543 0.083
H -5.495 1.052 1.727 0.103
H -6.467 2.221 3.550 0.104
```

Q: largest force on an atom of number 3 (C32H28N5PSe2V)?
A: 0.5 eV/Å